Formula: C15H17N3O3S
Source: the Open Molecules 2025 dataset
Level of theory: the ωB97M-V functional and the def2-TZVPD basis

Results
Kohn-Sham gap	8.79	eV
energy relative to the best compared isomer or geometry (same formula, charge and spin)	73.1	kcal per mole
structure (SMILES)	COc1ccccc1-c1nnc(SCC(=O)N2CCCC2)o1
HOMO	-8.34	eV

```
39
C15H17N3O3S | the Open Molecules 2025 dataset | the ωB97M-V functional and the def2-TZVPD basis
C -2.26204 4.14822 -2.20307
H -2.78782 3.54789 -2.94363
O -1.58828 3.22444 -1.38221
C -0.83656 3.67943 -0.35514
C -0.67485 5.02363 -0.03011
C 0.11022 5.39866 1.04527
C 0.75080 4.44653 1.82202
C 0.60286 3.11005 1.51500
C -0.18286 2.71234 0.43442
C -0.29885 1.30196 0.15827
N 0.22343 0.34337 0.87414
N -0.11903 -0.81775 0.30334
C -0.81898 -0.52296 -0.74834
S -1.59515 -1.60176 -1.86363
C -0.22659 -2.74032 -2.32675
H -0.65499 -3.74079 -2.33802
H 0.07859 -2.45019 -3.33250
C 0.99036 -2.64329 -1.41447
O 1.97146 -2.01451 -1.76585
N 0.92998 -3.33055 -0.27042
C -0.22694 -3.99566 0.29417
C 0.09200 -4.07104 1.78616
H -0.20635 -3.13907 2.26493
C 1.61369 -4.18922 1.80028
C 2.01750 -3.22755 0.69125
H 2.07136 -2.19614 1.05379
H 2.96327 -3.47758 0.20730
H 1.91668 -5.20752 1.55132
H 2.04873 -3.91763 2.75884
H -0.40853 -4.90398 2.27555
H -0.32697 -5.00056 -0.13701
H -1.14225 -3.43332 0.10422
O -0.98110 0.80459 -0.89644
H 1.08712 2.34066 2.09425
H 1.36123 4.74755 2.65861
H 0.21989 6.44804 1.27507
H -1.16112 5.78725 -0.61603
H -1.56251 4.81916 -2.71125
H -2.98743 4.73760 -1.63335
```

Here is what natural (NBO) gives for the atomic charges, in e: atom 1 (C): -0.2530, atom 2 (H): 0.2055, atom 3 (O): -0.4959, atom 4 (C): 0.4141, atom 5 (C): -0.3288, atom 6 (C): -0.1678, atom 7 (C): -0.2479, atom 8 (C): -0.1295, atom 9 (C): -0.2057, atom 10 (C): 0.4615, atom 11 (N): -0.2924, atom 12 (N): -0.3141, atom 13 (C): 0.2715, atom 14 (S): 0.2615, atom 15 (C): -0.5947, atom 16 (H): 0.2341, atom 17 (H): 0.2509, atom 18 (C): 0.6799, atom 19 (O): -0.6254, atom 20 (N): -0.4184, atom 21 (C): -0.2189, atom 22 (C): -0.4062, atom 23 (H): 0.2174, atom 24 (C): -0.4092, atom 25 (C): -0.2139, atom 26 (H): 0.2119, atom 27 (H): 0.2162, atom 28 (H): 0.1982, atom 29 (H): 0.2191, atom 30 (H): 0.2136, atom 31 (H): 0.1839, atom 32 (H): 0.2165, atom 33 (O): -0.3861, atom 34 (H): 0.2398, atom 35 (H): 0.2185, atom 36 (H): 0.2156, atom 37 (H): 0.2213, atom 38 (H): 0.1791, atom 39 (H): 0.1778